Entry 1:
This record from the OMol25 dataset describes 16 unconnected molecules or ions with the total composition C21H12Cl60N2O7. The level of theory is ωB97M-V with the def2-TZVPD basis set.

The value obtained for the maximum force is 0.7 eV/A. The LUMO energy comes out at -0.3 eV.

The geometry in ORCA input format:
```
! wB97M-V def2-TZVPD RIJCOSX def2/J DEFGRID3
* xyz 0 1
Cl -9.23052 -2.54625 -7.25237
Cl -11.97505 0.00483 -12.98007
Cl 7.07795 0.58005 -4.19044
Cl -1.51131 3.86045 2.54581
Cl 8.67853 4.29905 6.27021
Cl 8.35677 -0.50703 7.75968
Cl 5.55760 -0.77392 -2.15278
Cl 4.90809 1.81854 -0.12961
Cl -8.09656 -0.78437 -9.23523
Cl -8.63010 1.08464 -4.65680
Cl 1.82784 -4.44617 1.83512
Cl 7.58361 2.98765 -6.57215
Cl -10.08935 -1.32971 -4.04735
Cl -7.84784 -0.54765 -2.40799
Cl 0.91765 8.71268 9.88330
Cl -10.30215 0.96396 -2.31212
Cl -5.30912 -3.68282 -2.56841
Cl 5.96843 3.93391 1.51475
Cl -6.64512 -1.35843 -6.80347
Cl -1.22127 7.09140 8.82725
Cl 4.88172 3.04306 -7.57451
Cl 1.41263 -4.99758 4.63231
Cl 8.42239 2.68986 3.88108
Cl 7.51062 -2.22846 -3.69564
Cl 5.70761 -0.95333 6.73115
Cl -3.24970 -6.36265 -0.94660
Cl 3.46903 -9.62239 7.60537
Cl 4.97308 3.73251 5.30945
Cl -1.40494 2.83154 5.23862
Cl -9.41824 0.63846 -11.80930
Cl -4.49576 -1.42779 -4.16666
Cl 3.34258 1.47572 6.04483
Cl 2.56862 -2.48265 3.81243
Cl 1.13779 -10.04434 5.96047
Cl 3.89115 2.20172 2.51930
Cl -5.05344 -3.97653 -5.41845
Cl 6.44261 0.62938 -7.79356
Cl -1.51965 1.00549 3.00766
Cl -9.55184 -0.44383 -14.47824
Cl 8.65954 5.55209 3.67286
Cl 3.28268 4.12825 0.45689
Cl -2.94040 -3.66959 0.05830
Cl 3.45477 -8.72249 4.86400
Cl 8.36830 -0.27202 -1.75528
Cl 1.82849 -7.38292 6.82842
Cl -3.82099 -5.77167 1.81734
Cl 0.61803 8.39931 7.03186
Cl 7.10211 2.91955 -9.41330
Cl 5.61848 2.22486 7.66855
Cl -2.68937 -3.63278 -3.79581
Cl 1.50832 6.17879 8.63772
Cl -6.96227 -3.40090 -8.81331
Cl 6.72354 -2.62027 8.85298
Cl 7.80446 -2.86293 6.18918
Cl -10.17477 -2.11332 -12.20984
Cl 10.92843 3.97281 4.50333
Cl -1.09987 -5.74333 0.87670
Cl 3.24759 3.88065 7.61970
Cl -0.21746 -3.02558 3.29825
Cl 0.86867 2.53479 3.48504
O 1.74883 2.09486 -1.94092
O -4.94600 -0.84943 -1.03230
O 1.43349 -0.95262 -1.43286
O -2.27834 2.40205 -1.62321
O -0.15370 2.22058 -0.73950
O -4.11802 1.80704 -0.50143
O 0.00539 -2.52552 -1.21938
N 1.57726 0.95861 0.02616
N 0.28374 -1.49576 -0.77318
C 1.39601 -3.74012 3.39523
C -9.21351 0.04104 -3.35705
C 7.14486 -1.73973 7.38177
C -10.28138 -0.48011 -12.87126
C 6.50000 2.39226 -7.83906
C 2.47364 -8.94700 6.31441
C 9.17097 4.12543 4.58531
C 0.45397 7.59849 8.59581
C 2.23642 -0.22352 -0.49586
C -7.73116 -2.01620 -8.02363
C 1.11564 1.79972 -0.97266
C -0.96917 2.07558 -1.91726
C -4.67789 1.00088 0.52901
C -0.89162 2.56659 3.57068
C -2.73517 1.98753 -0.35916
C 4.50696 3.03093 1.08485
C -2.77570 -5.38653 0.44297
C 7.13407 -0.67258 -2.95279
C -4.38739 -3.18908 -3.98562
C -4.47193 -0.47865 0.24624
C 4.30215 2.83226 6.66494
H -0.62426 2.74296 -2.70673
H -4.25341 1.24252 1.51239
H -5.74727 1.22543 0.53081
H -0.89265 1.03041 -2.25323
H -3.41399 -0.76119 0.35082
H -4.78434 -0.10986 -1.63595
H 2.50946 -0.86770 0.34293
H -2.26317 1.04145 -0.05277
H -2.52146 2.76966 0.38262
H 3.12447 0.08799 -1.04138
H -5.04694 -1.04158 0.98943
H 0.86847 0.76057 0.72025
*
```

Results of the Löwdin charge analysis, in e, for atoms 1 through 8:
1 Cl 0.512
2 Cl 0.526
3 Cl 0.506
4 Cl 0.577
5 Cl 0.516
6 Cl 0.516
7 Cl 0.519
8 Cl 0.558



Entry 2:
This record from the OMol25 dataset describes a molecular structure, C27H30FN3O4Re at a distorted geometry. The level of theory is ωB97M-V with the def2-TZVPD basis set.

Its energy above the lowest of the compared OMol25 structures with the same formula, charge and spin is 0.00 kJ/mol. The value obtained for the maximum force is 3.1 eV/A. The LUMO energy comes out at -9.7 eV.

The geometry in ORCA input format:
```
! wB97M-V def2-TZVPD RIJCOSX def2/J DEFGRID3
* xyz 3 1
Re -6.55716 4.75872 16.05432
F -9.78401 8.38729 20.83191
O -5.95792 3.20309 16.59336
O -7.52781 6.70838 12.91492
O -7.51250 5.09040 14.46101
O -7.59351 6.05351 17.04677
N -10.08317 8.92478 15.38710
N -11.66864 10.20421 19.85726
N -13.33062 11.74587 21.59605
C -1.71459 7.07704 13.80310
C -9.06471 7.81905 18.76614
C -9.09600 7.87098 17.36763
C -11.44744 10.27110 21.31197
C -11.29479 9.49001 14.84897
C -13.54423 11.86537 20.11660
C -9.35847 8.10430 14.62370
C -8.28957 7.02750 16.50076
C -9.90012 8.57434 19.54626
C -7.70082 6.41406 14.06466
C -13.03671 10.58911 19.42617
C -10.02413 8.80020 16.80073
C -4.03595 6.59428 13.91571
C -2.61839 6.03390 15.79571
C -4.99195 1.06262 16.56539
C -5.10673 5.62691 15.77310
C -10.84093 9.46353 19.05123
C -11.49339 10.97506 14.77119
C -2.97512 7.08383 13.20877
C -11.33073 10.12127 13.51165
C -11.86771 11.66441 21.85628
C -3.92186 6.04496 15.20422
C -4.95485 2.58803 18.60756
C -8.38529 7.24250 15.12965
C -1.57862 6.57518 15.10669
C -4.79508 2.43312 17.12023
C -10.90185 9.50771 17.62071
H -0.63120 6.57593 15.70536
H -0.79641 7.49032 13.37233
H -3.99443 2.95973 16.71109
H -3.05424 7.44189 12.16164
H -13.70866 9.74823 19.67325
H -12.95183 12.77875 19.81668
H -12.19412 8.85403 15.04369
H -2.54922 5.56027 16.75905
H -10.43986 10.25921 21.54874
H -6.05243 0.78480 16.77805
H -11.68756 11.80393 22.90571
H -4.86419 1.16138 15.50455
H -11.50487 10.23411 17.09388
H -13.75686 12.60021 21.96109
H -10.49972 10.28796 12.82430
H -12.47831 11.38466 15.02488
H -12.18836 9.85766 12.97276
H -10.59864 11.55033 14.94839
H -8.44534 7.12177 19.27407
H -5.89659 2.24970 18.97711
H -4.30959 0.45102 17.16295
H -13.87310 10.97376 21.97579
H -11.31087 12.47837 21.32399
H -4.14539 2.04308 19.10509
H -9.53856 8.13487 13.58926
H -5.08215 6.62355 13.44337
H -14.60664 12.09190 19.88686
H -11.91449 9.46999 21.86794
H -12.99943 10.66996 18.33501
H -4.83418 3.65359 18.91037
*
```

Results of the Löwdin charge analysis, in e, for atoms 1 through 8:
1 Re 1.832
2 F 0.125
3 O -0.345
4 O 0.185
5 O -0.171
6 O -0.163
7 N 0.055
8 N -0.048



Which value of LUMO energy does entry 2 give? -9.7 eV